[1]
ORCA calculation (ωB97M-V/def2-TZVPD) on a structure of composition C33H28Cl5N4NiOS3Si in a non-equilibrium geometry.

Structure (ORCA input):
```
! RIJCOSX wB97M-V def2-TZVPD def2/J DEFGRID3
* xyz -1 3
Ni -2.33 -0.23 1.36
Cl -3.61 -1.16 3.37
C -3.49 0.57 3.64
C -2.88 1.28 2.61
C -2.78 2.64 2.84
Cl -2.03 3.62 1.62
C -3.25 3.25 4.00
Cl -3.10 4.96 4.22
C -3.85 2.49 5.00
Cl -4.42 3.23 6.45
C -3.97 1.12 4.82
Cl -4.70 0.13 6.04
S 4.01 -3.78 -0.52
C 2.90 -3.06 0.49
S 1.20 -3.14 0.20
C 0.87 -2.12 1.59
N 1.95 -1.77 2.20
N 3.08 -2.30 1.60
C 4.31 -1.93 2.22
C 4.38 -0.69 2.85
C 5.55 -0.30 3.47
C 6.67 -1.13 3.46
C 6.58 -2.37 2.84
C 5.41 -2.78 2.22
S -0.72 -1.74 2.13
H 3.50 -0.06 2.86
H 5.60 0.66 3.96
H 7.59 -0.82 3.94
H 7.44 -3.04 2.85
H 5.35 -3.74 1.74
C 0.17 2.38 -3.64
C -0.90 2.14 -2.57
C -1.03 3.41 -1.71
C -2.25 1.88 -3.25
Si -0.49 0.65 -1.45
O -1.59 0.45 -0.32
C 1.24 0.92 -0.73
C 2.38 0.23 -1.15
C 3.63 0.48 -0.58
C 3.75 1.42 0.44
C 2.62 2.09 0.90
C 1.38 1.83 0.32
C -0.47 -0.87 -2.60
C 0.42 -1.08 -3.66
C 0.34 -2.21 -4.46
C -0.65 -3.16 -4.23
C -1.54 -2.98 -3.18
C -1.44 -1.85 -2.38
H -0.01 3.35 -4.14
H 0.15 1.61 -4.41
H 1.17 2.42 -3.21
H -1.36 4.25 -2.33
H -0.07 3.68 -1.26
H -1.76 3.27 -0.91
H -2.53 2.72 -3.89
H -3.04 1.73 -2.51
H -2.21 0.98 -3.87
H 2.31 -0.51 -1.93
H 4.50 -0.07 -0.91
H 4.71 1.61 0.89
H 2.70 2.80 1.71
H 0.50 2.34 0.71
H 1.21 -0.37 -3.85
H 1.04 -2.35 -5.27
H -0.71 -4.05 -4.85
H -2.30 -3.73 -2.98
H -2.13 -1.70 -1.56
N -5.05 -2.17 -1.07
C -5.32 -0.91 -1.56
C -4.66 -0.05 -0.74
N -4.00 -0.76 0.23
C -4.24 -2.03 0.01
H -5.36 -3.03 -1.46
H -5.93 -0.74 -2.43
H -4.59 1.03 -0.78
H -3.85 -2.85 0.58
*
```

## Properties
DFT total energy in eV: -186727.3715
Frontier orbital gap (alpha / beta) in eV: 7.19 / 7.20
Energy relative to the best compared isomer or geometry (same formula, charge and spin) in kJ/mol: 51.2
LUMO (alpha / beta) in eV: 2.110 / 2.090
Highest occupied orbital energy (alpha / beta) in Ha: -0.1865 / -0.1877


[2]
ORCA calculation (ωB97M-V/def2-TZVPD) on a cluster of 2 separate species, C33H28F4N in total in a non-equilibrium geometry.

Structure (ORCA input):
```
! RIJCOSX wB97M-V def2-TZVPD def2/J DEFGRID3
* xyz 1 1
F -4.69 5.41 -1.24
C -4.64 4.03 -1.29
C -5.85 3.32 -1.25
C -5.76 1.93 -1.34
F -6.93 1.21 -1.34
C -4.55 1.25 -1.43
C -3.33 1.99 -1.42
C -2.08 1.31 -1.46
C -0.84 1.93 -1.34
C 0.35 1.33 -1.74
C 1.61 1.99 -1.80
C 2.63 1.51 -2.67
C 3.76 2.28 -2.87
F 4.75 1.80 -3.70
C 3.97 3.51 -2.23
C 2.99 3.92 -1.33
F 3.19 5.09 -0.63
C 1.84 3.19 -1.07
C -3.40 3.41 -1.40
H -6.80 3.83 -1.17
H -4.52 0.17 -1.49
H -2.10 0.24 -1.63
H -0.81 2.96 -0.97
H 0.28 0.37 -2.26
H 2.50 0.56 -3.19
H 4.87 4.09 -2.41
H 1.10 3.52 -0.34
H -2.49 4.01 -1.46
C 4.46 -1.97 -1.59
C 3.57 -2.94 -1.11
C 2.77 -2.67 0.00
C 2.76 -1.39 0.61
C 1.78 -0.97 1.57
C 0.52 -1.55 1.76
N -0.14 -1.43 2.94
C 0.49 -0.92 4.14
C -0.63 -0.76 5.19
C -1.93 -1.26 4.53
C -1.56 -1.72 3.11
C -0.18 -2.25 0.64
C -0.18 -1.66 -0.63
C -0.78 -2.25 -1.73
C -1.40 -3.50 -1.59
C -1.42 -4.11 -0.33
C -0.81 -3.50 0.77
C 3.83 -0.52 0.24
C 4.61 -0.77 -0.88
H 5.03 -2.15 -2.50
H 3.49 -3.91 -1.62
H 2.09 -3.44 0.38
H 2.11 -0.20 2.27
H 1.26 -1.63 4.51
H 1.00 0.03 3.96
H -0.39 -1.33 6.08
H -0.72 0.29 5.48
H -2.35 -2.09 5.10
H -2.68 -0.47 4.49
H -2.18 -1.22 2.35
H -1.76 -2.80 3.01
H 0.31 -0.69 -0.70
H -0.79 -1.75 -2.71
H -1.88 -3.97 -2.45
H -1.91 -5.08 -0.20
H -0.79 -4.01 1.74
H 3.99 0.39 0.83
H 5.34 -0.03 -1.22
*
```

## Properties
DFT total energy in eV: -47026.6147
Frontier orbital gap in eV: 2.97
Energy relative to the best compared isomer or geometry (same formula, charge and spin) in kJ/mol: 37.3
LUMO in eV: -6.202
Highest occupied orbital energy in Ha: -0.3371